C28H32ClF6N14O3PS2Ti as an isolated structure, computed with ωB97M-V/def2-TZVPD.

## Properties
Kohn-Sham gap (alpha / beta): 5.76 / 4.59 eV
Strongest force on any atom: 0.556 eV/A
DFT total energy: -5125.430744 Eh
Spin multiplicity: 4
Highest occupied orbital energy (alpha / beta): -0.1462 / -0.1934 Ha
Net charge: -1
Relative energy (zero: lowest compared OMol25 entry of this formula, charge and spin): 20.34 kcal per mole

```
88
Properties=species:S:1:pos:R:3:mulliken_spin:R:1
Ti -0.82464 0.02763 -0.01154 1.83
N 2.73706 0.36936 0.20619 0.02
C 2.23669 -0.91484 0.04868 -0.01
N 3.01467 -1.96953 -0.11188 0.00
N 2.14627 -2.98759 -0.29187 0.01
N 0.93000 -2.56614 -0.25923 0.02
N 0.94096 -1.22995 -0.03065 -0.06
C 2.00223 1.51808 0.05974 0.00
N 2.53835 2.72200 -0.02332 0.01
N 1.47948 3.54914 -0.18495 0.01
N 0.38271 2.89223 -0.22120 0.02
N 0.66710 1.56385 -0.06338 0.01
H 3.64046 0.45391 0.64270 0.00
O 3.94809 0.22469 2.95760 0.00
S 2.92533 0.56359 3.89861 0.00
O 3.27551 1.28161 5.08689 0.00
N 1.69156 1.38716 3.11830 0.04
C 0.60954 0.70484 3.16632 0.01
S -0.83557 1.28429 2.38815 0.93
C 0.64990 -0.60879 3.87182 0.00
C -0.35523 -1.53127 4.09907 -0.01
C -0.01777 -2.70608 4.75962 0.00
C 1.28533 -2.94376 5.18218 0.00
C 2.29042 -2.00572 4.96840 0.00
C 1.93805 -0.84729 4.31440 -0.01
H -1.36462 -1.36730 3.75025 -0.02
H -0.78122 -3.45410 4.92719 0.00
H 1.52265 -3.87504 5.67974 0.00
H 3.30739 -2.18093 5.29211 0.00
F -2.52376 -1.48550 -0.51413 0.01
P -2.99658 -2.13989 0.93950 0.01
F -4.39763 -2.58030 0.31914 0.00
F -3.62343 -0.69536 1.33574 0.00
F -3.34748 -2.68355 2.40484 0.00
F -2.32407 -3.51625 0.54355 0.00
F -1.52566 -1.57790 1.49424 0.01
C -5.74371 1.86328 -1.26981 0.01
C -4.74703 2.68025 -0.44191 0.00
C -3.46250 1.99688 -0.34595 0.13
N -2.48991 1.40025 -0.26840 -0.05
H -6.73556 2.30723 -1.19786 0.00
H -5.79308 0.83827 -0.90530 0.00
H -5.44975 1.84248 -2.31828 0.00
H -5.11574 2.82854 0.57416 0.01
H -4.57764 3.66660 -0.87558 0.00
C 2.02387 -1.55143 -7.52853 0.00
C 2.05307 -1.93660 -6.04489 0.00
C 2.99550 -3.13895 -5.88490 0.00
C 0.65318 -2.40515 -5.63064 0.00
C 2.53271 -0.73978 -5.15037 0.00
O 2.69054 -1.16112 -3.80352 0.00
C 3.84837 -0.13062 -5.67900 0.00
C 4.59760 0.78114 -4.69440 0.00
C 4.18861 2.23315 -4.74687 0.00
C 3.61578 2.86666 -3.64975 0.00
C 3.21394 4.19582 -3.71205 0.00
C 3.40166 4.89504 -4.88955 0.00
Cl 2.90433 6.56289 -4.99446 0.00
C 3.98037 4.29602 -5.99684 0.00
C 4.36744 2.96911 -5.91684 0.00
C 1.52886 0.42877 -5.04548 0.00
N 0.44703 0.22597 -4.09783 0.00
C 0.53901 -0.02312 -2.79460 0.04
N -0.67081 -0.09279 -2.26621 0.00
C -1.48525 0.16469 -3.32174 0.00
N -0.85480 0.34957 -4.45580 0.00
H 1.60400 -2.37835 -8.10530 0.00
H 3.02127 -1.34937 -7.92196 0.00
H 1.39655 -0.67835 -7.71520 0.00
H 2.65099 -3.94578 -6.53432 0.00
H 2.98138 -3.53409 -4.86719 0.00
H 4.02671 -2.91874 -6.16397 0.00
H 0.43476 -3.36094 -6.11220 0.00
H -0.11847 -1.69929 -5.93337 0.00
H 0.58551 -2.54890 -4.55140 0.00
H 3.36554 -1.84299 -3.73712 0.00
H 3.63195 0.43186 -6.59151 0.00
H 4.51142 -0.94454 -5.97298 0.00
H 5.66457 0.71469 -4.92411 0.00
H 4.47375 0.40570 -3.67804 0.00
H 3.46205 2.32579 -2.72220 0.00
H 2.75271 4.66242 -2.85307 0.00
H 4.12312 4.86546 -6.90530 0.00
H 4.82095 2.49891 -6.78302 0.00
H 1.06928 0.66113 -6.00191 0.00
H 2.07778 1.31239 -4.72018 0.00
H 1.47011 -0.17588 -2.27935 0.01
H -2.55973 0.17856 -3.24621 0.00
```